Entry 1:
Computed, not measured: a cluster of 2 separate species, CH5IN2 in total, with ωB97M-V with the def2-TZVPD basis set.

XYZ file:
```
9
Properties=species:S:1:pos:R:3:forces:R:3
C -1.519 0.786 0.789 0.346 -1.369 1.421
N 2.469 -1.068 -1.211 2.617 0.942 -2.093
N 1.684 -0.712 -0.371 -1.975 -2.147 0.830
I -2.840 -0.136 -0.592 0.308 -0.159 -0.288
H -1.881 0.377 1.786 1.137 0.381 -1.229
H -1.807 1.786 0.774 -0.423 1.768 -0.058
H 2.454 -2.031 -1.592 -1.098 -0.052 1.074
H -0.414 0.748 0.584 -1.401 -0.634 0.164
H 1.854 0.250 -0.166 0.490 1.270 0.178
```
Positions in Å, forces in eV/Å.

The value obtained for the HOMO energy is -9.1 eV. The LUMO energy is 0.462 eV. The SMILES is [H]/N=N/[H].CI. Its calculated total energy is -448.2184 hartree. Its net charge is 0. The orbital gap comes out at 0.3519 Eh.

***

Entry 2:
Computed, not measured: a cluster of 5 separate species, C23H57N5O8S in total, with ωB97M-V with the def2-TZVPD basis set.

XYZ file:
```
94
Properties=species:S:1:pos:R:3:forces:R:3
N 1.948 0.189 -2.055 -0.096 3.580 0.062
C 2.502 1.582 -2.368 -0.073 -0.896 -5.653
O 2.763 1.825 -3.676 -1.249 -0.994 8.063
C 2.689 2.672 -1.155 -0.199 -0.214 -0.181
C 4.275 2.912 -0.711 -1.157 -0.936 0.159
C 4.801 1.525 -0.013 1.098 -0.830 0.573
C 4.604 1.487 1.639 0.717 -0.125 -0.973
C 4.738 -0.068 2.159 -2.465 0.725 1.537
O 6.095 -0.632 2.072 -0.547 1.592 -2.969
S 6.702 -0.522 0.447 3.062 -5.363 -3.443
O 5.971 -1.526 -0.510 1.528 4.151 3.922
O 8.205 -0.884 0.508 -5.152 2.118 0.659
C 6.429 1.236 -0.252 -1.069 1.395 1.299
H 1.378 0.195 -1.173 0.823 -0.032 -1.234
H 1.382 -0.186 -2.856 0.987 0.601 0.939
H 2.229 3.702 -1.540 0.956 -2.419 0.814
H 2.056 2.257 -0.237 1.384 1.039 -1.872
H 4.290 3.743 0.117 0.079 -1.410 -1.823
H 4.843 3.226 -1.686 -0.864 -0.657 2.068
H 4.262 0.545 -0.412 0.910 2.253 0.452
H 5.475 2.096 2.162 -1.855 -1.080 -1.072
H 3.577 1.998 1.877 1.872 -1.332 -0.120
H 3.906 -0.773 1.674 2.112 1.459 0.668
H 4.466 -0.048 3.321 0.915 -0.189 -2.504
H 6.747 1.331 -1.375 -0.437 -0.814 2.279
H 7.070 1.961 0.446 -1.261 -1.629 -1.648
C -0.696 -5.459 -1.951 -0.014 -0.318 0.165
C -1.460 -4.138 -1.937 0.271 0.007 -0.169
C -1.481 -3.422 -3.307 -0.037 0.252 0.267
O -0.258 -2.762 -3.645 -0.432 -0.321 -0.126
C 0.738 -3.614 -4.190 0.217 0.278 0.139
N -0.902 -3.274 -0.886 -0.016 0.342 -0.259
H 0.388 -5.321 -1.956 -0.126 0.060 -0.035
H -0.936 -6.047 -1.055 0.050 0.195 -0.167
H -0.970 -6.062 -2.822 0.041 0.060 0.048
H -2.500 -4.370 -1.672 0.105 0.213 -0.099
H -2.240 -2.632 -3.262 0.162 0.014 0.022
H -1.790 -4.101 -4.111 0.149 -0.096 0.004
H 0.309 -4.411 -4.805 -0.036 -0.010 0.099
H 1.347 -4.035 -3.387 0.023 -0.209 -0.136
H 1.396 -3.009 -4.819 -0.127 0.029 0.038
H -1.477 -2.433 -0.816 -0.010 -0.217 0.102
H -0.003 -2.921 -1.229 -0.189 -0.221 0.151
C -7.700 -3.989 0.503 -0.367 -0.015 0.136
C -7.042 -3.252 -0.660 0.278 -0.134 0.260
C -5.941 -4.074 -1.369 0.094 0.322 -0.079
O -4.704 -4.140 -0.654 -0.502 -0.251 -0.298
C -4.670 -5.121 0.372 0.266 0.226 0.114
N -6.526 -1.962 -0.178 0.331 -0.055 -0.194
H -7.071 -4.018 1.396 0.014 0.020 -0.160
H -8.634 -3.490 0.791 0.245 -0.056 -0.084
H -7.949 -5.018 0.225 0.046 0.074 0.033
H -7.828 -3.051 -1.399 0.195 0.001 -0.011
H -5.707 -3.576 -2.317 0.090 0.010 0.140
H -6.294 -5.080 -1.628 -0.012 -0.051 0.167
H -5.248 -6.013 0.110 -0.072 0.084 0.006
H -5.031 -4.692 1.309 -0.096 -0.220 0.054
H -3.630 -5.417 0.525 -0.027 0.075 -0.112
H -6.175 -1.432 -0.977 -0.194 0.010 0.144
H -5.681 -2.159 0.368 -0.311 0.040 -0.070
C -10.452 2.241 2.292 -0.118 0.161 0.354
C -9.222 1.450 1.857 -0.317 -0.109 -0.323
C -8.672 1.875 0.476 0.149 -0.343 0.008
O -9.431 1.390 -0.635 0.213 0.505 0.297
C -10.583 2.162 -0.941 0.009 -0.376 -0.109
N -9.540 0.014 1.892 0.212 0.014 -0.311
H -11.362 1.929 1.774 0.165 -0.010 -0.019
H -10.636 2.099 3.366 0.068 -0.039 -0.262
H -10.311 3.313 2.123 -0.027 -0.073 -0.019
H -8.436 1.645 2.598 0.014 -0.062 -0.179
H -7.673 1.438 0.363 -0.177 -0.080 -0.064
H -8.541 2.962 0.412 -0.183 0.060 -0.001
H -10.426 3.229 -0.754 -0.005 -0.038 0.093
H -11.439 1.794 -0.371 -0.098 0.238 0.026
H -10.811 2.027 -2.000 0.125 -0.023 0.053
H -8.688 -0.512 1.695 -0.100 0.033 0.088
H -10.137 -0.184 1.083 0.117 0.082 0.306
C 10.317 5.145 3.669 0.113 0.139 0.369
C 10.162 3.742 3.090 -0.187 0.282 -0.266
C 10.588 3.635 1.607 -0.185 -0.332 0.033
O 9.636 4.169 0.682 0.502 0.010 0.224
C 9.700 5.578 0.521 -0.337 -0.146 -0.099
N 8.775 3.293 3.287 -0.030 -0.170 -0.396
H 9.530 5.829 3.339 0.068 -0.135 -0.048
H 10.266 5.113 4.765 -0.036 -0.047 -0.269
H 11.284 5.579 3.397 -0.090 -0.025 -0.008
H 10.821 3.081 3.668 -0.097 -0.019 -0.182
H 10.676 2.572 1.358 -0.137 0.122 -0.038
H 11.579 4.074 1.440 -0.061 0.167 0.029
H 10.724 5.957 0.597 -0.035 -0.035 0.093
H 9.055 6.066 1.255 0.164 0.202 0.030
H 9.314 5.825 -0.471 0.055 -0.124 0.030
H 8.703 2.320 2.987 0.037 0.072 0.200
H 8.195 3.797 2.609 0.182 -0.031 0.273
```
Positions in Å, forces in eV/Å.

The value obtained for the HOMO energy is -9.1 eV. The LUMO energy is 0.272 eV. The SMILES is NC(=O)CC[C@@H]1CCOS(=O)(=O)C1.COC[C@@H](C)N.COC[C@@H](C)N.COC[C@@H](C)N.COC[C@@H](C)N. Its calculated total energy is -2184.1450 hartree. Its net charge is 0. The orbital gap comes out at 0.3450 Eh.